77
Properties=species:S:1:pos:R:3:forces:R:3 method="wB97M-V/def2-TZVPD" total_charge=-1 gap_ev=6.1 lumo_energy_ev=2.38 energy_ha=-3246.65693 mol_weight_g_mol=768.25
C 2.631 -0.989 -2.406 0.11 -0.04 0.07
C 1.501 -0.557 -3.299 -0.76 -0.07 -0.91
H 3.064 -1.927 -2.765 0.06 0.22 0.21
H 2.326 -1.137 -1.356 -0.06 0.19 -0.40
H 3.423 -0.224 -2.417 -0.18 -0.15 0.08
C 1.161 -1.171 -4.443 0.32 0.34 0.63
C 1.824 -2.387 -4.996 0.00 -0.29 -0.42
H 0.336 -0.766 -5.034 0.16 -0.08 0.17
H 2.613 -2.800 -4.359 -0.22 0.14 -0.18
H 2.260 -2.162 -5.977 0.03 -0.15 0.04
H 1.077 -3.174 -5.154 0.10 -0.06 -0.05
Pb 0.054 0.844 0.410 -0.09 -0.49 -1.34
Cl 1.643 2.859 -0.160 0.48 0.58 -0.06
Cl 1.570 -1.139 1.425 0.53 -0.58 0.40
H -2.474 3.146 5.393 -0.02 -0.05 -0.10
H 0.081 3.663 5.899 0.00 -0.06 -0.06
C -2.152 2.154 5.057 0.27 0.03 0.14
C 0.256 2.645 5.536 0.00 0.03 -0.11
N -0.770 2.223 4.605 0.00 0.26 0.68
H -2.799 1.802 4.250 0.28 0.06 0.09
C -0.409 1.893 3.366 -1.50 -1.03 -1.95
O -1.209 1.440 2.517 0.80 1.20 2.37
H 1.201 2.613 4.984 -0.04 0.10 0.37
H 0.668 2.055 3.150 -0.37 -0.16 -0.08
H -2.219 1.480 5.918 -0.06 -0.04 -0.13
H 0.318 1.974 6.400 -0.02 0.01 -0.11
H 0.251 -2.805 -1.353 -0.15 0.14 0.27
H -1.451 -2.563 -3.259 -0.13 0.09 0.25
C -0.568 -2.986 -0.641 0.35 0.09 -0.13
C -2.176 -2.890 -2.498 0.01 0.09 -0.04
N -1.790 -2.419 -1.181 -0.73 -0.17 0.10
H -0.306 -2.535 0.322 -0.13 -0.09 -0.34
C -2.564 -1.544 -0.513 0.95 0.55 0.91
O -2.260 -0.984 0.558 -0.70 -0.80 -1.08
H -3.164 -2.483 -2.744 0.20 -0.15 -0.06
H -3.537 -1.330 -1.002 0.32 -0.05 -0.06
H -0.682 -4.079 -0.542 -0.09 0.25 0.07
H -2.208 -3.990 -2.527 -0.10 0.21 0.10
O -0.084 0.022 -1.724 -0.31 -0.34 0.85
C 0.633 0.571 -2.749 0.07 0.36 0.14
C -1.657 0.937 -3.886 0.13 0.13 -0.24
C -0.315 1.305 -3.720 0.48 -0.08 0.18
H -2.075 0.129 -3.277 0.31 0.25 -0.20
C -2.452 1.618 -4.814 0.20 -0.04 0.09
H 1.350 1.346 -2.399 -0.19 0.03 -0.06
C 0.179 2.430 -4.387 -0.17 -0.38 -0.21
H -3.490 1.308 -4.958 0.24 0.13 0.01
C -1.924 2.677 -5.561 0.18 -0.06 0.04
C -0.604 3.086 -5.340 0.12 0.01 0.24
H 1.202 2.741 -4.132 -0.46 -0.01 -0.35
H -2.533 3.183 -6.312 0.12 -0.11 0.20
H -0.165 3.916 -5.896 -0.28 -0.13 0.11
Si 4.199 -2.892 4.582 -0.18 0.44 -0.01
Cl 5.071 -3.874 2.983 0.29 -0.29 -0.18
C 2.588 -3.800 4.888 0.02 0.06 0.04
C 4.033 -1.116 4.027 -0.13 -0.15 0.03
C 5.364 -3.030 6.049 0.04 -0.14 0.02
H 1.972 -3.779 3.979 0.14 0.06 0.21
H 2.023 -3.336 5.707 0.06 -0.09 -0.15
H 2.785 -4.850 5.152 -0.03 0.25 -0.05
H 5.531 -4.079 6.328 -0.03 0.22 -0.03
H 4.947 -2.503 6.919 0.08 -0.09 -0.16
H 6.338 -2.582 5.809 -0.23 -0.08 0.05
H 3.404 -1.075 3.121 0.19 0.04 0.28
H 5.021 -0.692 3.794 -0.23 -0.13 0.07
H 3.560 -0.497 4.801 0.07 -0.07 -0.11
C -3.492 3.906 -2.183 -0.11 0.48 -0.38
N -3.999 3.154 -1.064 -0.09 -0.07 0.13
C -3.270 2.239 -0.370 1.56 -0.32 -0.19
N -3.962 1.622 0.634 -0.20 -0.38 0.32
O -2.074 2.007 -0.612 -1.91 0.52 0.06
H -2.422 3.733 -2.355 -0.35 -0.18 0.31
H -3.652 4.974 -1.984 0.15 -0.09 -0.20
H -4.035 3.631 -3.097 0.21 0.10 0.10
H -4.959 3.292 -0.788 0.21 0.01 -0.18
H -3.604 0.722 0.958 0.15 0.33 -0.10
H -4.952 1.803 0.715 0.25 -0.25 -0.02